1.
Formula: C53H40AuNOP2S2
Source: the OMol25 dataset
Level of theory: ωB97M-V/def2-TZVPD

Geometry as XYZ:
```
100
Properties=species:S:1:pos:R:3
Au 0.19671 -1.66436 -0.20771
O -2.63344 -1.10991 1.70493
S -1.41889 -0.36999 1.36054
C -1.76801 1.31523 0.85877
C -2.09026 2.19765 1.87664
C -2.34069 3.55802 1.67338
C -2.23743 4.03376 0.39222
C -2.41191 5.42080 -0.15249
C -2.14431 5.28695 -1.66934
C -1.85597 3.82972 -1.88461
C -1.54881 3.13589 -3.02185
C -1.35290 1.75351 -2.90726
C -1.44293 1.04825 -1.71069
P -1.33255 -0.73187 -1.87392
C -2.89259 -1.50279 -1.48658
C -4.02872 -0.75624 -1.17373
C -5.20958 -1.40709 -0.86101
C -5.25667 -2.79339 -0.85715
C -4.12853 -3.53961 -1.18167
C -2.94511 -2.90016 -1.49466
C -0.86470 -1.20911 -3.53270
C 0.48058 -1.25170 -3.89965
C 0.82919 -1.59655 -5.19227
C -0.16104 -1.90480 -6.11696
C -1.49981 -1.87063 -5.75278
C -1.85936 -1.52519 -4.46052
C -1.70091 1.75996 -0.49032
C -1.92254 3.14333 -0.65287
C -0.51270 -0.09632 2.86907
C -1.20027 -0.39832 4.02240
C -0.71505 -0.07252 5.30111
C 0.45348 0.63133 5.37423
C 1.19350 1.18847 6.55659
C 2.41988 1.91420 5.95456
C 2.32698 1.66925 4.47670
C 3.14666 2.04150 3.44399
C 2.82291 1.58064 2.16128
C 1.69016 0.83174 1.85010
P 1.83333 0.05096 0.20641
C 1.95199 1.38495 -1.00223
C 2.47938 1.13293 -2.26845
C 2.52628 2.14104 -3.21741
C 2.05771 3.40994 -2.90737
C 1.53112 3.66520 -1.64991
C 1.46357 2.65754 -0.70266
C 3.43580 -0.77537 0.27535
C 4.59828 -0.18361 -0.21728
C 5.82048 -0.81329 -0.04076
C 5.88969 -2.02155 0.63771
C 4.73576 -2.60672 1.14001
C 3.51196 -1.98936 0.95723
C 0.76985 0.53065 2.89633
C 1.16582 0.92745 4.18961
H -2.14087 1.81395 2.88858
H -2.59440 4.19473 2.50974
H -1.72213 6.11461 0.33053
H -3.41898 5.78679 0.05277
H -1.29990 5.89943 -1.99198
H -3.00154 5.59978 -2.26708
H -1.47191 3.61052 -3.99063
H -1.14810 1.20472 -3.81755
H -3.99680 0.32526 -1.18422
H -6.09471 -0.83390 -0.62122
H -6.18045 -3.29894 -0.60893
H -4.17797 -4.62036 -1.19372
H -2.06512 -3.47852 -1.75548
H 1.24810 -1.03084 -3.16765
H 1.87118 -1.64059 -5.47897
H 0.11427 -2.18058 -7.12618
H -2.26581 -2.11743 -6.47533
H -2.90398 -1.50103 -4.17795
H -2.16881 -0.87242 3.91653
H -1.28374 -0.34441 6.17957
H 1.48916 0.38646 7.23446
H 0.55664 1.86416 7.12879
H 3.36108 1.53333 6.35276
H 2.40038 2.98484 6.16485
H 4.04369 2.62643 3.59500
H 3.53520 1.79951 1.37342
H 2.88190 0.15664 -2.50852
H 2.95021 1.94159 -4.19268
H 2.11278 4.19962 -3.64533
H 1.17740 4.65735 -1.40157
H 1.06397 2.87315 0.27881
H 4.56305 0.76891 -0.72767
H 6.71973 -0.35560 -0.43061
H 6.84579 -2.50740 0.77913
H 4.79183 -3.54862 1.66901
H 2.61679 -2.46013 1.34806
S 1.33288 -3.56480 -1.29926
C 0.29396 -4.46898 -0.20799
C 0.25236 -5.84444 -0.03000
C -0.66201 -6.35147 0.87932
C -1.50117 -5.49551 1.58421
C -1.40165 -4.13629 1.36156
N -0.51685 -3.64912 0.48688
H 0.91631 -6.48870 -0.58778
H -0.72156 -7.42012 1.03845
H -2.22373 -5.87647 2.29093
H -2.03184 -3.40550 1.85255
```

* energy: -3787.96654 Ha
* multiplicity: 3
* total charge: +2
* E_LUMO (alpha / beta): -5.11 / -7.73 eV
* orbital gap (alpha / beta): 7.281 / 5.102 eV

Atomic partial charges in e from the Mulliken method, atoms 1 to 5: 2.425, -0.753, 0.862, 0.250, -0.238

***

2.
Formula: C32H52ClF2IO6S2Si
Source: the OMol25 dataset
Level of theory: ωB97M-V/def2-TZVPD

Geometry as XYZ:
```
97
Properties=species:S:1:pos:R:3
C 1.05877 4.23151 0.44989
C 2.43154 3.53052 0.50602
C 3.21028 3.62055 -0.80623
C 2.46040 3.08472 -2.03121
C 1.95950 1.63862 -1.82084
C 1.96125 0.85933 -3.13952
C 1.83883 -0.68191 -3.07922
C 0.39736 -1.18068 -2.90167
F 0.38957 -2.53187 -2.64326
F -0.21961 -1.03611 -4.13544
C -0.50106 -0.49422 -1.90614
C -0.05941 -0.56781 -0.43608
Si -0.60303 -2.09871 0.53186
C 0.74712 -3.40650 0.37533
C -2.18875 -2.83435 -0.12786
C -0.67175 -1.64435 2.35435
C -0.76352 -2.66909 3.30476
C -0.78218 -2.40357 4.66675
C -0.70711 -1.08718 5.10638
C -0.62467 -0.04699 4.19126
C -0.60874 -0.33137 2.83033
C 2.82239 -1.28570 -2.06039
O 4.12228 -1.24431 -2.67250
C 4.00412 -1.15745 -4.01602
O 4.93585 -1.03629 -4.74604
C 2.52127 -1.26063 -4.37422
Cl 2.22546 -0.27582 -5.85176
C 2.21302 -2.71257 -4.80834
C 2.85754 -3.84412 -4.00170
C 2.60417 -5.18755 -4.69444
I 0.61818 -5.90340 -4.43837
H 0.22851 3.52744 0.40964
H 0.90508 4.86240 1.32569
H 1.00941 4.89496 -0.41535
H 3.01993 3.98194 1.30615
H 2.29223 2.48176 0.77925
H 4.15310 3.07373 -0.70295
H 3.48248 4.66368 -0.99513
H 1.61958 3.73982 -2.26268
H 3.15795 3.11653 -2.87160
H 0.94780 1.72672 -1.42752
H 2.60962 1.18747 -1.07074
H 2.85351 1.14133 -3.69616
H 1.11217 1.21683 -3.72800
H -0.60187 0.54509 -2.21872
H -1.49573 -0.92461 -2.03047
H 1.01700 -0.46165 -0.30530
H -0.50438 0.29667 0.06412
H 0.62267 -4.16577 1.15175
H 1.71720 -2.93898 0.55833
H 0.72681 -3.91797 -0.58632
H -1.96957 -3.28644 -1.10012
H -2.98637 -2.10501 -0.27996
H -2.55708 -3.63371 0.51756
H -0.81101 -3.70392 2.98141
H -0.83658 -3.21931 5.37679
H -0.70169 -0.86445 6.16623
H -0.55411 0.96915 4.55847
H -0.53775 0.49964 2.13895
H 2.89847 -0.76736 -1.10968
H 2.59030 -2.32112 -1.82095
H 2.59440 -2.79954 -5.82700
H 1.14181 -2.88633 -4.86248
H 2.40702 -3.92062 -3.01282
H 3.94237 -3.74034 -3.93466
H 2.74170 -5.07430 -5.77023
H 3.31382 -5.94631 -4.37701
C 0.03746 2.06269 9.99436
C -1.16080 2.98786 9.73955
C -0.89312 3.73178 8.42535
S 0.15313 2.64720 7.44187
O 1.43694 3.27288 7.26341
O -0.58594 2.15392 6.30480
C 0.30690 1.35440 8.67100
H -0.16363 1.34901 10.79163
H 0.90928 2.65324 10.28313
H -2.06944 2.39006 9.64704
H -1.31184 3.68829 10.55923
H -1.80037 3.93623 7.86296
H -0.33961 4.65515 8.58331
H 1.29792 0.91338 8.59528
H -0.45548 0.60566 8.45638
C -5.07861 -0.83786 -4.57449
C -6.11550 0.29491 -4.59847
C -5.54111 1.46001 -3.78171
S -3.75191 1.32167 -3.91435
O -3.21897 1.02817 -2.60569
O -3.23064 2.41028 -4.69840
C -3.73553 -0.18347 -4.88172
H -5.31318 -1.61801 -5.29680
H -5.05085 -1.29501 -3.58288
H -6.28277 0.61363 -5.62894
H -7.07452 -0.02675 -4.19545
H -5.83945 2.43233 -4.16464
H -5.79509 1.38275 -2.72647
H -2.87179 -0.77957 -4.59390
H -3.65935 0.10507 -5.92953
```

* energy: -3745.50440 Ha
* SMILES string: CCCCCC[C@]1(C(F)(F)CC[Si](C)(C)c2ccccc2)COC(=O)[C@@]1(Cl)CCCI.O=S1(=O)CCCC1.O=S1(=O)CCCC1
* E_LUMO: 0.43 eV
* orbital gap: 9.481 eV

Atomic partial charges in e from the Mulliken method, atoms 1 to 5: -1.108, -0.272, -1.147, -0.574, 0.297

***

3.
Formula: C4H3NO2
Source: the OMol25 dataset
Level of theory: ωB97M-V/def2-TZVPD

Geometry as XYZ:
```
10
Properties=species:S:1:pos:R:3
C 0.31196 0.85245 -0.77195
C -0.97126 -0.63973 0.40663
C 0.45150 -0.70493 0.89402
C 1.22459 0.12606 0.15723
H -1.75638 0.65286 -1.12719
H 0.76314 -1.29573 1.72936
H 2.28958 0.34714 0.22920
N -0.97749 0.34342 -0.59742
O 0.52379 1.73274 -1.60915
O -1.85944 -1.41428 0.68926
```

* ΔE to the lowest compared entry with this formula, charge and spin: 1.3 kcal/mol
* energy: -359.46832 Ha
* SMILES string: O=C1C=CC(=O)N1
* E_LUMO: -0.91 eV
* orbital gap: 9.596 eV

Atomic partial charges in e from the Mulliken method, atoms 1 to 5: 0.460, 0.277, -0.296, -0.352, 0.181

***

4.
Formula: C3H4N2O
Source: the OMol25 dataset
Level of theory: ωB97M-V/def2-TZVPD

Geometry as XYZ:
```
10
Properties=species:S:1:pos:R:3
N -1.81629 -0.05370 -0.31214
C -0.52525 -0.38430 0.08386
N -0.08658 -1.53498 0.50494
O 1.80648 -1.23132 0.32815
C 1.74970 0.01403 -0.00064
C 0.52183 0.59640 -0.01991
H -1.99005 0.94108 -0.42161
H -2.61043 -0.55704 0.05891
H 2.62540 0.57141 -0.35836
H 0.32519 1.63843 0.13681
```

* ΔE to the lowest compared entry with this formula, charge and spin: 87.1 kcal/mol
* energy: -301.34835 Ha
* E_LUMO (alpha / beta): -0.61 / -0.61 eV
* orbital gap (alpha / beta): 8.269 / 8.271 eV

Atomic partial charges in e from the Mulliken method, atoms 1 to 5: -0.450, 0.727, -0.390, -0.433, -0.075

***

5.
Formula: C2H9BrClN4
Source: the OMol25 dataset
Level of theory: ωB97M-V/def2-TZVPD

Geometry as XYZ:
```
17
Properties=species:S:1:pos:R:3
C -0.00360 0.51560 -1.50231
C -0.56791 -0.33184 -0.23264
N -0.40961 -2.21581 1.29026
N 1.34541 -0.87637 0.76302
N 0.01448 -1.08828 0.63437
N 0.01973 1.87961 -1.32362
Cl -0.27341 1.57060 1.79229
Br -2.50907 -0.57569 -0.45753
H 1.05957 0.14123 -1.81634
H -0.57431 0.09205 -2.39919
H -0.12119 -2.17333 2.28715
H -1.41673 -2.63824 1.30943
H 1.45627 0.19819 1.05715
H 1.84894 -1.45785 1.45393
H 0.88981 2.35214 -1.47879
H -0.17678 2.16360 0.61574
H -0.58162 2.44438 -1.99292
```

* ΔE to the lowest compared entry with this formula, charge and spin: 17.5 kcal/mol
* energy: -3334.45824 Ha
* total charge: +1
* E_LUMO: -4.13 eV
* orbital gap: 9.718 eV

Atomic partial charges in e from the Mulliken method, atoms 1 to 5: -0.481, 0.286, -0.882, -0.666, 0.846

***

6.
Formula: C12H11AsCrN2O2S5
Source: the OMol25 dataset
Level of theory: ωB97M-V/def2-TZVPD

Geometry as XYZ:
```
34
Properties=species:S:1:pos:R:3
Cr 0.19479 -0.12403 0.69749
S -0.80378 -1.56007 -2.79895
As 0.79571 -1.94598 -1.46219
S 0.05182 -2.43023 0.55927
S 1.85424 -0.06314 -0.92253
S 2.07386 -3.40463 -2.31985
C -4.42829 -2.08713 7.11946
C -3.41711 -1.44886 6.20436
C -3.12666 -0.09021 6.28190
C -2.21314 0.49303 5.41828
C -1.56798 -0.28849 4.47359
C -1.84110 -1.64990 4.38153
C -2.75638 -2.21885 5.24467
S -0.55320 0.44096 3.22468
O 0.58784 -0.44346 3.03644
O -0.22843 1.79749 3.62381
N -1.51672 0.39717 1.94561
C -1.51206 1.61250 1.25320
C -2.49717 2.58389 1.31450
C -2.33554 3.73483 0.55895
C -1.19928 3.86760 -0.23246
C -0.26732 2.85002 -0.25102
N -0.41726 1.74004 0.47167
H -4.97367 -1.33302 7.68774
H -3.94398 -2.76378 7.82737
H -5.15073 -2.66995 6.54595
H -3.63093 0.51977 7.02395
H -1.97981 1.55006 5.45879
H -1.33056 -2.23034 3.62000
H -2.97518 -3.27860 5.17348
H -3.35134 2.42398 1.95760
H -3.08572 4.51515 0.59100
H -1.04486 4.75167 -0.83648
H 0.62384 2.88592 -0.86515
```

* energy: -5995.19909 Ha
* multiplicity: 5
* total charge: -2
* E_LUMO (alpha / beta): 3.92 / 3.92 eV
* orbital gap (alpha / beta): 4.284 / 4.312 eV

Atomic partial charges in e from the Mulliken method, atoms 1 to 5: 0.428, -0.715, 0.423, -0.482, -0.574

***

> Which formula does entry 2 have?

C32H52ClF2IO6S2Si

***

What did the third record say?
Formula: C4H3NO2
Source: the OMol25 dataset
Level of theory: ωB97M-V/def2-TZVPD

Geometry as XYZ:
```
10
Properties=species:S:1:pos:R:3
C 0.31196 0.85245 -0.77195
C -0.97126 -0.63973 0.40663
C 0.45150 -0.70493 0.89402
C 1.22459 0.12606 0.15723
H -1.75638 0.65286 -1.12719
H 0.76314 -1.29573 1.72936
H 2.28958 0.34714 0.22920
N -0.97749 0.34342 -0.59742
O 0.52379 1.73274 -1.60915
O -1.85944 -1.41428 0.68926
```

* ΔE to the lowest compared entry with this formula, charge and spin: 1.3 kcal/mol
* energy: -359.46832 Ha
* SMILES string: O=C1C=CC(=O)N1
* E_LUMO: -0.91 eV
* orbital gap: 9.596 eV

Atomic partial charges in e from the Mulliken method, atoms 1 to 5: 0.460, 0.277, -0.296, -0.352, 0.181

***

> Among the records above, which one has the lowest energy?

C12H11AsCrN2O2S5

***

> Which formula does entry 2 have?

C32H52ClF2IO6S2Si